{"formula": "C30H45CoNO2P2S2", "method": "wB97M-V/def2-TZVPD", "s_squared": 6.054, "total_charge": 1, "multiplicity": 5, "e_tot_ev": -115285.0108, "e_homo_ev": [-9.068, -9.879], "de_lowest_kj_mol": 11.6, "symbols": ["Co", "C", "C", "C", "C", "C", "C", "H", "H", "H", "C", "H", "H", "H", "C", "H", "H", "H", "C", "H", "H", "H", "C", "H", "H", "H", "C", "C", "C", "C", "C", "C", "C", "C", "H", "H", "H", "H", "H", "H", "H", "H", "H", "H", "H", "H", "P", "C", "C", "P", "C", "C", "C", "H", "H", "H", "H", "H", "H", "H", "H", "H", "H", "H", "H", "H", "H", "O", "S", "O", "N", "C", "S", "C", "C", "C", "C", "C", "C", "H", "H", "H", "H"], "positions_angstrom": [[1.712, 1.319, 0.169], [2.493, 0.709, 1.885], [3.222, 1.785, 1.249], [1.070, 2.521, 1.703], [1.154, 1.156, 2.125], [2.335, 2.921, 1.176], [3.117, -0.460, 2.548], [4.029, -0.796, 2.039], [2.431, -1.311, 2.630], [3.380, -0.154, 3.579], [0.137, 0.438, 2.951], [0.615, -0.279, 3.633], [-0.599, -0.104, 2.336], [-0.451, 1.133, 3.566], [-0.077, 3.417, 2.001], [-0.251, 3.508, 3.085], [-0.993, 2.998, 1.561], [0.094, 4.423, 1.593], [2.720, 4.326, 0.817], [2.963, 4.925, 1.692], [1.884, 4.816, 0.291], [3.579, 4.320, 0.127], [4.682, 1.812, 1.005], [5.225, 2.207, 1.879], [4.907, 2.442, 0.135], [5.041, 0.802, 0.785], [-1.123, -2.788, -0.144], [0.029, -3.375, 0.240], [1.379, -2.689, 0.127], [1.565, -1.857, -1.156], [1.380, -0.361, -1.199], [0.143, 0.158, -1.664], [-1.203, -0.406, -1.354], [-1.478, -1.916, -1.325], [2.132, -3.497, 0.112], [0.783, -2.230, -1.853], [1.607, -2.047, 0.996], [-1.105, -2.364, -2.255], [-2.043, -3.182, 0.321], [0.039, -4.289, 0.859], [-2.578, -1.985, -1.412], [-1.539, 0.045, -0.395], [0.146, 1.282, -1.733], [-1.874, 0.011, -2.129], [2.574, -2.080, -1.547], [2.269, 0.164, -1.618], [1.320, -2.150, -3.690], [0.339, -3.686, -3.806], [2.905, -2.491, -4.472], [0.946, 0.877, -3.954], [0.435, -0.826, -4.544], [2.432, 1.109, -5.033], [-0.334, 1.770, -4.950], [-0.741, -3.516, -3.701], [0.650, -4.373, -2.998], [0.534, -4.164, -4.776], [2.763, -2.879, -5.490], [3.414, -3.253, -3.862], [3.518, -1.581, -4.494], [-0.378, 1.302, -5.947], [-0.091, 2.841, -5.036], [-1.309, 1.660, -4.447], [-0.651, -0.945, -4.351], [0.604, -0.872, -5.637], [2.510, 2.180, -5.291], [2.351, 0.507, -5.956], [3.328, 0.817, -4.463], [-5.524, -2.940, 3.379], [-5.841, -1.619, 2.898], [-7.177, -1.356, 2.424], [-4.667, -1.032, 1.880], [-3.994, 0.032, 2.330], [-2.934, 0.949, 1.416], [-4.374, 0.383, 3.709], [-3.883, 1.390, 4.543], [-4.481, 1.606, 5.787], [-5.582, 0.823, 6.187], [-6.068, -0.196, 5.357], [-5.443, -0.405, 4.141], [-3.030, 1.983, 4.192], [-4.098, 2.389, 6.447], [-6.055, 1.015, 7.149], [-6.919, -0.817, 5.628]], "forces_ev_per_a": [[-2.366, -1.740, -3.925], [0.363, 0.422, 0.611], [0.101, 0.717, 1.747], [0.203, -0.253, 0.750], [0.574, 0.740, 0.807], [0.679, 0.030, 0.610], [0.167, -0.374, 0.282], [-0.181, 0.025, 0.167], [0.204, 0.105, 0.055], [0.066, -0.303, -0.355], [-0.450, -0.310, -0.088], [-0.186, 0.158, -0.210], [0.248, -0.102, 0.191], [0.230, -0.022, -0.065], [-0.545, 0.090, -0.281], [0.136, 0.018, -0.252], [0.040, 0.382, 0.130], [-0.211, -0.275, 0.130], [-0.260, -0.231, -0.989], [0.088, -0.020, 0.109], [0.352, 0.001, 0.164], [-0.249, 0.148, 0.312], [0.398, 0.036, -0.313], [-0.072, -0.163, -0.304], [0.135, -0.118, 0.242], [0.158, 0.170, 0.066], [-0.454, -1.703, 0.339], [-0.105, 1.482, 0.695], [0.436, -0.984, -0.514], [0.402, 0.026, 1.006], [-1.167, 0.631, -1.233], [1.912, 1.164, 4.034], [-0.638, 0.326, -0.335], [-0.435, 0.674, -0.102], [-0.035, 0.435, 0.121], [0.350, -0.279, 0.651], [-0.342, -0.336, -0.283], [-0.145, 0.065, 0.323], [0.547, -0.203, -0.380], [-0.346, 0.841, 0.006], [0.509, -0.037, 0.007], [0.247, -0.274, -0.618], [-0.287, -1.264, -0.088], [-0.014, -0.076, 0.323], [-0.337, -0.041, 0.075], [-0.287, 0.014, 0.406], [-0.778, -0.495, -2.084], [0.195, -0.345, 0.099], [0.404, -0.061, 0.166], [0.468, 1.222, -1.764], [-0.232, 0.091, -0.143], [-0.063, -0.175, -0.299], [0.050, -0.296, -0.125], [0.435, 0.059, -0.125], [-0.083, 0.210, -0.340], [-0.037, 0.104, 0.220], [-0.008, 0.125, 0.210], [-0.066, 0.220, -0.262], [-0.142, -0.267, -0.026], [-0.191, 0.418, 0.173], [-0.079, -0.437, 0.054], [0.278, 0.110, -0.243], [0.555, -0.029, 0.002], [-0.074, -0.213, 0.359], [0.053, -0.471, 0.126], [0.233, 0.369, 0.198], [-0.199, 0.151, -0.314], [0.232, 0.788, -0.793], [-0.728, 0.591, 1.720], [1.093, -0.147, -0.331], [1.767, 1.267, -1.380], [-2.618, -2.961, 0.738], [0.279, 0.325, -0.565], [-0.551, 0.453, 1.136], [0.166, -0.080, -0.340], [-0.244, -0.286, -0.008], [0.344, 0.123, -0.314], [0.155, 0.058, -0.041], [0.210, 0.250, 0.377], [-0.351, -0.053, 0.291], [-0.173, -0.318, -0.265], [0.114, -0.068, -0.243], [0.152, 0.176, 0.111]]}

{"formula": "C36H34BrN6O4ReS2", "method": "wB97M-V/def2-TZVPD", "s_squared": 3.777, "total_charge": 1, "multiplicity": 4, "e_tot_ev": -148852.0906, "e_homo_ev": [-10.213, -10.665], "de_lowest_kj_mol": 107.3, "symbols": ["Re", "N", "C", "S", "N", "N", "C", "C", "C", "C", "C", "C", "C", "C", "C", "C", "C", "C", "N", "H", "H", "H", "H", "H", "H", "H", "H", "H", "H", "H", "C", "O", "H", "H", "H", "C", "N", "C", "C", "N", "H", "H", "H", "H", "H", "H", "Br", "C", "C", "C", "C", "C", "C", "C", "O", "O", "H", "H", "H", "H", "O", "S", "C", "C", "C", "C", "C", "C", "C", "C", "C", "C", "C", "C", "H", "H", "H", "H", "H", "H", "H", "H", "H", "H"], "positions_angstrom": [[-0.829, -0.155, -0.232], [1.413, 0.812, -3.843], [0.717, 0.840, -2.697], [1.319, -0.136, -1.373], [-0.276, 1.692, -2.605], [-0.820, 1.612, -1.347], [-1.358, 2.659, -0.822], [-1.623, 3.907, -1.568], [-1.025, 5.104, -1.184], [-1.300, 6.270, -1.886], [-2.187, 6.242, -2.953], [-2.782, 5.045, -3.336], [-2.494, 3.875, -2.653], [-1.601, 2.539, 0.630], [-2.196, 3.523, 1.390], [-2.301, 3.338, 2.760], [-1.800, 2.181, 3.329], [-1.225, 1.230, 2.510], [-1.133, 1.405, 1.191], [2.032, 0.038, -4.008], [1.010, 1.273, -4.642], [-0.327, 5.119, -0.354], [-0.822, 7.198, -1.599], [-2.411, 7.153, -3.492], [-3.471, 5.024, -4.170], [-2.946, 2.937, -2.949], [-2.567, 4.415, 0.906], [-2.769, 4.095, 3.375], [-1.844, 2.012, 4.396], [-0.802, 0.316, 2.898], [-3.713, -1.023, -0.214], [-2.760, 0.028, -0.126], [-4.685, -0.582, -0.423], [-3.796, -1.569, 0.733], [-3.485, -1.740, -0.998], [-2.615, -2.906, 3.903], [-2.023, -3.334, 2.625], [-2.029, -4.756, 2.246], [-1.430, -2.460, 1.871], [-0.904, -1.705, 1.172], [-3.409, -3.605, 4.153], [-3.043, -1.912, 3.799], [-1.868, -2.908, 4.696], [-3.058, -5.103, 2.174], [-1.494, -5.340, 2.994], [-1.538, -4.873, 1.284], [-3.069, -4.913, -6.696], [-2.779, -4.599, -4.856], [-3.252, -5.514, -3.930], [-3.025, -5.284, -2.580], [-2.356, -4.140, -2.167], [-1.906, -3.219, -3.107], [-2.110, -3.455, -4.461], [-1.250, -1.920, -2.717], [-0.843, -1.145, -3.545], [-1.189, -1.742, -1.403], [-3.790, -6.392, -4.260], [-3.384, -6.000, -1.851], [-2.173, -3.952, -1.117], [-1.745, -2.739, -5.183], [1.447, 0.485, 1.941], [2.753, -0.228, 1.679], [3.831, 0.183, 3.020], [3.319, 0.673, 4.210], [4.189, 0.907, 5.263], [5.549, 0.659, 5.115], [6.052, 0.209, 3.901], [5.190, -0.027, 2.839], [2.480, -1.955, 2.072], [1.852, -2.321, 3.259], [1.615, -3.660, 3.510], [1.985, -4.626, 2.571], [2.588, -4.248, 1.383], [2.841, -2.901, 1.129], [2.261, 0.891, 4.292], [3.808, 1.290, 6.201], [6.220, 0.824, 5.948], [7.115, 0.054, 3.777], [5.570, -0.366, 1.881], [1.564, -1.560, 3.976], [1.158, -3.961, 4.446], [1.817, -5.676, 2.779], [2.878, -4.997, 0.657], [3.310, -2.593, 0.201]], "forces_ev_per_a": [[-0.069, -0.136, -0.973], [0.053, -0.023, 0.021], [0.084, 0.260, -0.255], [0.139, 0.027, 0.262], [-0.055, -0.376, 0.400], [0.125, 0.076, -0.314], [-0.120, 0.173, 0.287], [0.099, -0.065, 0.105], [0.025, 0.060, -0.018], [-0.013, -0.067, 0.039], [0.010, -0.031, -0.025], [0.005, 0.015, 0.027], [-0.049, 0.012, -0.014], [0.036, -0.095, -0.276], [-0.112, 0.175, 0.107], [-0.055, 0.086, -0.010], [0.013, 0.008, 0.071], [0.040, 0.040, -0.145], [0.325, 0.163, 0.145], [-0.022, 0.005, -0.012], [-0.011, 0.001, 0.010], [-0.031, 0.006, -0.025], [-0.014, -0.022, -0.001], [0.007, -0.019, 0.003], [0.019, 0.003, 0.010], [0.033, 0.022, -0.013], [-0.016, -0.010, 0.034], [0.019, -0.014, -0.015], [-0.011, 0.003, -0.006], [0.024, 0.008, -0.017], [0.027, 0.421, 0.034], [-0.692, -0.588, 0.186], [-0.058, 0.059, -0.005], [0.075, 0.018, 0.078], [0.097, -0.048, -0.119], [0.137, -0.105, -0.121], [-0.043, 0.011, 0.056], [0.054, 0.172, 0.082], [-0.029, -0.325, -0.060], [0.073, 0.198, 0.374], [-0.030, 0.007, -0.001], [0.008, 0.009, -0.014], [-0.011, -0.022, 0.016], [-0.026, -0.008, -0.004], [0.021, -0.009, 0.009], [0.013, 0.011, 0.002], [-0.004, -0.006, -0.048], [0.000, 0.018, -0.028], [0.019, -0.015, 0.082], [0.017, 0.052, -0.003], [0.023, -0.031, 0.013], [-0.051, 0.068, 0.045], [0.035, 0.010, 0.003], [-0.025, -0.450, 0.462], [0.024, 0.255, -0.152], [-0.025, 0.034, -0.402], [0.030, 0.000, 0.007], [0.013, 0.012, -0.012], [-0.043, 0.022, -0.009], [-0.036, 0.006, 0.002], [0.419, -0.443, 0.097], [-0.572, 0.388, -0.332], [0.169, -0.078, 0.190], [0.018, 0.088, 0.051], [0.051, 0.012, 0.010], [-0.038, -0.015, -0.002], [-0.028, 0.012, -0.024], [0.035, 0.013, 0.105], [-0.139, 0.022, 0.096], [0.035, -0.010, -0.029], [-0.054, -0.079, -0.049], [0.004, 0.093, 0.042], [0.038, 0.050, 0.031], [-0.008, -0.064, -0.066], [0.028, -0.056, -0.030], [0.013, -0.012, -0.001], [-0.002, 0.046, -0.029], [-0.006, -0.022, 0.011], [-0.020, -0.020, 0.040], [0.048, -0.028, -0.024], [0.017, -0.005, -0.025], [-0.018, 0.030, 0.000], [-0.019, 0.018, 0.002], [-0.037, -0.006, 0.058]]}

{"formula": "C16H19ClN3O7RuS2", "method": "wB97M-V/def2-TZVPD", "s_squared": 8.775, "multiplicity": 6, "e_tot_ev": -72476.3537, "e_homo_ev": [-8.073, -8.204], "de_lowest_kj_mol": 0.0, "symbols": ["Ru", "C", "C", "N", "C", "C", "S", "C", "C", "N", "H", "H", "H", "H", "H", "H", "H", "H", "H", "H", "H", "H", "H", "H", "O", "C", "C", "O", "C", "C", "O", "C", "O", "O", "S", "C", "C", "N", "C", "H", "H", "H", "Cl", "C", "C", "O", "O", "H", "H"], "positions_angstrom": [[-0.646, -0.229, 0.062], [0.297, 0.938, 3.147], [0.077, 2.144, 2.222], [0.419, 1.836, 0.839], [1.813, 1.972, 0.432], [2.730, 0.859, 0.935], [2.116, -0.830, 0.581], [1.878, -1.528, 2.253], [0.439, -1.521, 2.769], [-0.261, -0.262, 2.532], [-0.153, 1.147, 4.121], [1.362, 0.786, 3.312], [0.645, 3.002, 2.602], [-0.984, 2.399, 2.235], [-0.165, 2.385, 0.219], [2.238, 2.927, 0.772], [1.827, 1.960, -0.657], [2.919, 0.926, 2.004], [3.687, 0.943, 0.422], [2.565, -1.011, 2.921], [2.207, -2.563, 2.176], [0.471, -1.785, 3.835], [-0.126, -2.290, 2.243], [-1.235, -0.371, 2.784], [0.742, -2.508, -5.740], [0.559, -2.100, -4.628], [0.785, -0.672, -4.147], [1.131, 0.264, -4.822], [0.465, -0.660, -2.694], [0.113, -2.010, -2.257], [-0.108, -2.306, -1.071], [0.110, -2.926, -3.429], [-0.216, -4.087, -3.441], [0.507, 0.312, -1.925], [-4.311, -3.105, 0.088], [-4.766, -1.604, 0.776], [-3.663, -0.920, 1.162], [-2.470, -1.555, 0.905], [-2.666, -2.708, 0.327], [-5.797, -1.300, 0.840], [-3.654, 0.068, 1.596], [-1.868, -3.357, -0.001], [-5.290, 1.767, -1.073], [-3.797, 1.751, -2.052], [-2.708, 1.017, -1.273], [-2.367, -0.124, -1.660], [-2.215, 1.587, -0.264], [-3.509, 2.782, -2.232], [-4.011, 1.236, -2.981]], "forces_ev_per_a": [[0.319, 0.160, 0.123], [0.022, 0.148, -0.234], [0.021, -0.230, 0.116], [-0.046, 0.024, -0.315], [0.100, -0.042, 0.094], [-0.136, -0.239, -0.105], [-0.126, 0.078, 0.267], [0.007, 0.113, -0.275], [0.094, 0.046, 0.083], [-0.127, -0.107, -0.146], [0.053, -0.004, 0.042], [-0.022, -0.022, 0.059], [-0.043, 0.033, 0.011], [0.004, 0.055, -0.022], [-0.053, 0.001, 0.019], [-0.013, 0.011, -0.037], [-0.020, 0.042, -0.001], [0.057, 0.033, -0.008], [0.034, 0.067, 0.059], [0.015, -0.056, 0.036], [0.055, -0.007, 0.114], [-0.022, -0.042, -0.005], [-0.037, -0.033, 0.054], [-0.045, -0.061, 0.015], [-0.062, 0.008, 0.010], [0.188, -0.100, -0.217], [-0.073, 0.179, -0.087], [0.039, -0.019, 0.011], [-0.010, -0.001, 0.218], [0.092, 0.119, 0.135], [-0.238, -0.017, -0.089], [-0.135, -0.161, 0.023], [0.047, 0.000, 0.031], [0.027, 0.125, -0.178], [0.209, 0.212, -0.027], [-0.017, -0.112, 0.068], [-0.088, -0.032, -0.057], [0.061, 0.117, -0.143], [-0.306, -0.225, 0.118], [0.026, 0.006, 0.037], [-0.012, 0.019, -0.055], [0.012, 0.026, -0.018], [-0.133, 0.044, 0.025], [0.226, -0.164, 0.069], [-0.176, 0.068, -0.056], [0.213, -0.013, 0.116], [0.060, -0.059, 0.101], [-0.012, 0.015, 0.021], [-0.025, -0.004, 0.001]]}